Model i:
{
  "formula": "C4H10O",
  "method": "ωB97M-V/def2-TZVPD",
  "elements": ["C", "C", "C", "C", "O", "H", "H", "H", "H", "H", "H", "H", "H", "H", "H"],
  "coordinates": [[0.28619, 1.49941, 0.35211], [0.12294, 0.02225, 0.38084], [1.30462, -0.58728, -0.25528], [-1.20153, -0.45139, -0.20913], [-1.30240, -1.86015, -0.10990], [1.15712, 1.82746, 0.93158], [-0.63230, 2.01652, 0.71352], [0.88346, 1.54701, -0.99928], [0.10548, 0.10755, 1.49356], [1.19556, -1.65874, -0.51414], [1.35419, 0.50999, -1.27357], [2.25475, -0.38445, 0.24147], [-1.26669, -0.12270, -1.26187], [-2.01409, 0.04390, 0.34215], [-2.00078, -2.15801, -0.70523]],
  "gap_ev": 10.6,
  "e_homo_ev": -9.59
}

---

Model ii:
{
  "formula": "C4H10O",
  "method": "ωB97M-V/def2-TZVPD",
  "elements": ["C", "C", "O", "C", "C", "H", "H", "H", "H", "H", "H", "H", "H", "H", "H"],
  "coordinates": [[1.86908, 0.92389, 0.07039], [0.91730, -0.03479, -0.13011], [-0.13947, 0.28691, -0.88303], [-1.32995, -0.45150, -0.68625], [-2.11139, 0.20021, 0.43057], [1.51054, 1.93855, 0.14336], [2.91091, 0.84536, -0.19801], [0.81727, -1.00632, 0.36535], [-1.09367, -1.50532, -0.46959], [-1.85870, -0.40987, -1.64286], [-3.07118, -0.29721, 0.58142], [-2.27853, 1.25383, 0.18372], [-1.53804, 0.15592, 1.36366], [2.77141, -0.66590, 0.67805], [2.62442, -1.23377, 0.19333]],
  "gap_ev": 9.4,
  "e_homo_ev": -8.35,
  "smiles": "C=COCC.[H][H]"
}

---

Model iii:
{
  "formula": "C4H10O",
  "method": "ωB97M-V/def2-TZVPD",
  "elements": ["C", "C", "C", "C", "O", "H", "H", "H", "H", "H", "H", "H", "H", "H", "H"],
  "coordinates": [[2.01848, 0.07553, -0.28097], [0.65818, -0.49074, 0.07544], [-0.53653, 0.16992, -0.30970], [-1.83537, -0.56738, -0.43674], [-0.79569, 0.90937, 1.43468], [2.02210, 1.17085, -0.20442], [2.35022, -0.18351, -1.29547], [2.78266, -0.29140, 0.41327], [0.58653, -1.57614, 0.15881], [0.16833, 0.13170, 1.23990], [-0.47414, 1.11844, -0.84567], [-1.93025, -0.96373, -1.45537], [-1.85954, -1.40927, 0.26132], [-2.68678, 0.08305, -0.22941], [-0.46821, 1.82332, 1.47434]],
  "gap_ev": 9.2,
  "e_homo_ev": -8.14
}

---

Most stable structure, least stable structure: model iii, model i.

---

Model i:
{
  "formula": "C4H10O",
  "method": "ωB97M-V/def2-TZVPD",
  "elements": ["C", "C", "C", "C", "O", "H", "H", "H", "H", "H", "H", "H", "H", "H", "H"],
  "coordinates": [[1.98796, -0.11477, 0.18763], [0.87654, -0.08660, -0.82372], [-0.27999, 0.68466, -0.60062], [-1.70187, -0.69128, 0.46751], [-0.27995, 1.62308, 0.35116], [1.59106, -0.13340, 1.21101], [2.63557, 0.76733, 0.10914], [2.61452, -1.00271, 0.05561], [1.04352, -0.41097, -1.84479], [-0.25220, -0.66644, -0.27893], [-1.01666, 0.75401, -1.39752], [-1.93605, -1.68671, 0.06752], [-1.46749, -0.78025, 1.53543], [-2.62052, -0.08976, 0.36866], [-1.19446, 1.83381, 0.59191]],
  "gap_ev": 7.6,
  "e_homo_ev": -6.89
}

---

Model ii:
{
  "formula": "C4H10O",
  "method": "ωB97M-V/def2-TZVPD",
  "elements": ["C", "C", "C", "C", "O", "H", "H", "H", "H", "H", "H", "H", "H", "H", "H"],
  "coordinates": [[-2.16668, -0.01484, -0.20574], [-0.78663, 0.61045, -0.01481], [0.31543, -0.44195, 0.10250], [1.70231, 0.17147, 0.26339], [2.73062, -0.80300, 0.32456], [-2.17998, -0.66730, -1.08665], [-2.44236, -0.62465, 0.66225], [-2.94341, 0.74458, -0.34354], [-0.56697, 1.28464, -0.85492], [-0.78736, 1.23619, 0.88860], [0.30484, -1.09051, -0.78459], [0.11783, -1.09129, 0.96561], [1.89645, 0.89072, -0.54747], [1.74319, 0.73484, 1.20345], [3.06270, -0.93934, -0.57264]],
  "gap_ev": 11.2,
  "e_homo_ev": -10.21,
  "smiles": "CCCCO"
}

---

Most stable structure, least stable structure: model ii, model i.

---

Model i:
{
  "formula": "C4H10O",
  "method": "ωB97M-V/def2-TZVPD",
  "elements": ["C", "C", "C", "C", "H", "H", "H", "H", "H", "H", "H", "H", "O", "H", "H"],
  "coordinates": [[-1.15731, -1.01327, 2.68560], [-1.14584, 0.07550, 1.60273], [-0.19669, 0.03790, 0.65818], [-0.09815, 0.36427, -0.81926], [-0.53762, -0.70416, 3.54312], [-0.62606, -1.81398, 2.17185], [-2.14308, -1.21988, 3.08337], [-1.89934, 0.84957, 1.66524], [0.70043, -0.54912, 0.88784], [-1.02631, 0.29207, -1.39811], [0.57932, -0.28667, -1.36544], [0.33273, 1.36712, -0.97288], [2.10394, 0.58813, -3.35961], [1.24737, 0.61408, -2.93180], [2.49226, -0.22755, -3.05964]],
  "gap_ev": 9.8,
  "e_homo_ev": -8.96,
  "smiles": "C/C=C/C.O"
}

---

Model ii:
{
  "formula": "C4H10O",
  "method": "ωB97M-V/def2-TZVPD",
  "elements": ["C", "C", "C", "H", "H", "H", "H", "H", "H", "C", "O", "H", "H", "H", "H"],
  "coordinates": [[-1.44879, 0.72346, 2.77056], [-2.58795, 0.54956, 2.08465], [-3.24620, 1.56228, 1.23685], [-1.09390, -0.01989, 3.44959], [-0.85213, 1.64941, 2.66453], [-3.12266, -0.30776, 2.13355], [-2.70289, 2.46301, 0.90787], [-3.36043, 1.00873, 0.27850], [-4.30043, 1.79409, 1.58364], [3.82386, -1.93887, -3.05028], [3.20379, -0.80911, -2.46165], [4.36867, -1.70849, -4.07855], [4.72975, -2.33359, -2.51343], [2.81993, -2.34501, -3.26832], [3.76940, -0.28783, -1.73752]],
  "gap_ev": 10.3,
  "e_homo_ev": -9.42,
  "smiles": "C=CC.CO"
}

---

Model iii:
{
  "formula": "C4H10O",
  "method": "ωB97M-V/def2-TZVPD",
  "elements": ["C", "C", "C", "C", "O", "H", "H", "H", "H", "H", "H", "H", "H", "H", "H"],
  "coordinates": [[2.00466, 0.07976, -0.28082], [0.65936, -0.44918, 0.21462], [-0.61317, 0.30375, -0.12507], [-1.83306, -0.54631, -0.43016], [-0.93496, 0.93267, 1.25636], [2.02145, 1.17530, -0.23242], [2.28838, -0.20596, -1.30332], [2.79711, -0.28154, 0.38402], [0.57628, -1.54467, 0.15321], [0.42984, -0.09262, 1.25657], [-0.47715, 1.12426, -0.83610], [-1.85873, -0.94752, -1.45241], [-1.87564, -1.39562, 0.26159], [-2.71617, 0.07349, -0.27308], [-0.46821, 1.77420, 1.40700]],
  "gap_ev": 11.0,
  "e_homo_ev": -9.99,
  "smiles": "CC[C@@H](C)O"
}

---

Most stable structure, least stable structure: model iii, model ii.

---

Model i:
{
  "formula": "C4H10O",
  "method": "ωB97M-V/def2-TZVPD",
  "elements": ["C", "C", "C", "C", "O", "H", "H", "H", "H", "H", "H", "H", "H", "H", "H"],
  "coordinates": [[-0.80937, -0.44671, 1.69515], [-0.77734, 0.11401, 0.26959], [0.50732, -0.21920, -0.50875], [0.54603, 0.54422, -1.82240], [1.67493, 0.14834, 0.20684], [0.19150, -0.46489, 2.14924], [-1.19585, -1.46996, 1.72946], [-1.41758, 0.17206, 2.36039], [-1.62746, -0.27634, -0.30525], [-0.88692, 1.20598, 0.29268], [0.52380, -1.30482, -0.71459], [-0.33494, 0.30871, -2.42880], [0.55173, 1.62032, -1.61563], [1.44415, 0.30456, -2.39897], [1.61001, -0.23628, 1.09105]],
  "gap_ev": 11.2,
  "e_homo_ev": -10.17,
  "smiles": "CC[C@@H](C)O"
}

---

Model ii:
{
  "formula": "C4H10O",
  "method": "ωB97M-V/def2-TZVPD",
  "elements": ["C", "C", "C", "C", "H", "H", "H", "H", "H", "H", "H", "H", "O", "H", "H"],
  "coordinates": [[-0.84005, 0.46039, 1.11276], [-0.59514, 0.18393, -0.16240], [-0.68896, 1.20584, -1.24859], [-0.19594, -1.21040, -0.57460], [-0.87187, -0.27140, 1.91822], [-1.05537, 1.49208, 1.40573], [0.27761, 1.52319, -1.64031], [-1.23639, 2.08532, -0.91233], [-1.26242, 0.81430, -2.08711], [-0.62498, -1.94296, 0.11126], [0.89170, -1.25234, -0.57226], [-0.60171, -1.46193, -1.55872], [2.57116, -0.81490, 1.33854], [1.89429, -0.79169, 2.03600], [2.33808, -0.01943, 0.83382]],
  "gap_ev": 10.4,
  "e_homo_ev": -9.53,
  "smiles": "C=C(C)C.O"
}

---

Most stable structure, least stable structure: model i, model ii.

---

Model i:
{
  "formula": "C4H10O",
  "method": "ωB97M-V/def2-TZVPD",
  "elements": ["C", "C", "C", "O", "C", "H", "H", "H", "H", "H", "H", "H", "H", "H", "H"],
  "coordinates": [[1.58406, -0.20170, 1.21968], [0.98789, 0.63076, 0.10821], [-0.31534, -0.03913, -0.10387], [-1.31075, 0.64962, -0.69234], [-2.40604, -0.11467, -1.19418], [1.90784, -1.21631, 0.99070], [3.05390, 0.16464, 0.55520], [1.98450, 0.28220, 2.10772], [1.66991, 0.67938, -0.78296], [0.83963, 1.65841, 0.45788], [0.38863, -0.48167, 1.62668], [-0.30919, -1.11417, -0.31472], [-3.10876, 0.58830, -1.65055], [-2.06364, -0.83390, -1.95018], [-2.90262, -0.65179, -0.37726]],
  "gap_ev": [7.3, 8.8],
  "e_homo_ev": [-7.10, -7.79]
}

---

Model ii:
{
  "formula": "C4H10O",
  "method": "ωB97M-V/def2-TZVPD",
  "elements": ["C", "C", "C", "C", "H", "H", "H", "H", "H", "H", "H", "H", "O", "H", "H"],
  "coordinates": [[1.04562, -0.11126, -0.84453], [0.49729, 0.24352, 0.31539], [0.38250, 1.59720, 0.89588], [-0.16234, -0.84526, 1.15580], [1.07525, -1.09581, -1.29037], [1.52937, 0.64850, -1.45465], [-0.65977, 1.88788, 1.01850], [0.94024, 2.44240, 0.49364], [0.84589, 1.54311, 1.89279], [-0.60348, -1.66774, 0.58365], [-1.04301, -0.49370, 1.66880], [0.64852, -1.33544, 1.69348], [-1.58330, -1.27537, -2.13917], [-1.81402, -0.49206, -2.64088], [-1.09876, -1.04597, -1.34833]],
  "gap_ev": 10.4,
  "e_homo_ev": -9.53,
  "smiles": "C=C(C)C.O"
}

---

Model iii:
{
  "formula": "C4H10O",
  "method": "ωB97M-V/def2-TZVPD",
  "elements": ["C", "C", "C", "C", "O", "H", "H", "H", "H", "H", "H", "H", "H", "H", "H"],
  "coordinates": [[1.99767, 0.15782, 0.23771], [0.95792, -0.77881, -0.38770], [-0.18736, -0.18241, -1.16541], [-2.16182, 0.00155, 0.58788], [-1.02751, 0.79057, 0.19966], [1.53710, 0.77996, 1.01402], [2.40898, 0.83025, -0.52641], [2.83439, -0.38604, 0.69469], [1.43650, -1.40260, -1.16327], [0.58940, -1.50184, 0.35596], [0.22889, 0.74354, -1.62464], [-2.57194, -0.49064, -0.29667], [-1.79203, -0.74990, 1.28678], [-2.89798, 0.63773, 1.08937], [-1.35220, 1.55082, -0.30197]],
  "gap_ev": 8.2,
  "e_homo_ev": -7.51
}

---

Most stable structure, least stable structure: model ii, model i.

---

Model i:
{
  "formula": "C4H10O2",
  "method": "ωB97M-V/def2-TZVPD",
  "elements": ["C", "C", "O", "H", "H", "H", "H", "C", "C", "O", "H", "H", "H", "H", "H", "H"],
  "coordinates": [[-3.18136, 0.89575, 0.70302], [-3.10600, 0.09947, 1.75553], [-2.06512, 0.30503, 2.65841], [-3.88744, 0.56334, -0.06053], [-2.35614, 1.35540, 0.18251], [-3.56796, -0.87806, 1.80693], [-2.53453, 0.62883, 3.44421], [2.14185, -0.54048, -2.75876], [2.53921, 0.17189, -1.44847], [2.87209, -0.76754, -0.46501], [1.07242, -0.62206, -2.79716], [2.67555, -1.47800, -2.89628], [2.36891, 0.09108, -3.61541], [3.27610, 0.95592, -1.63476], [1.66784, 0.76172, -1.16769], [3.64805, -1.26539, -0.73135]],
  "gap_ev": 10.6,
  "e_homo_ev": -9.70,
  "smiles": "C=CO.CCO"
}

---

Model ii:
{
  "formula": "C4H10O2",
  "method": "ωB97M-V/def2-TZVPD",
  "elements": ["C", "O", "C", "C", "C", "O", "H", "H", "H", "H", "H", "H", "H", "H", "H", "H"],
  "coordinates": [[2.48582, -0.55202, -0.34442], [1.40755, -0.03494, 0.39383], [0.22825, 0.09993, -0.36969], [-0.92654, 0.26612, 0.60425], [-2.18404, 0.76050, -0.08385], [-1.21318, -0.98022, 1.21573], [2.35380, -1.62625, -0.54446], [2.61040, -0.03353, -1.30729], [3.39054, -0.40945, 0.25187], [0.04212, -0.81127, -0.96221], [0.30666, 0.95268, -1.06572], [-0.61900, 0.99768, 1.36833], [-3.03225, 0.70310, 0.60429], [-2.41317, 0.15277, -0.96634], [-2.05652, 1.80353, -0.39376], [-0.38043, -1.28864, 1.59942]],
  "gap_ev": 11.0,
  "e_homo_ev": -10.01,
  "smiles": "COC[C@@H](C)O"
}

---

Model iii:
{
  "formula": "C4H10O2",
  "method": "ωB97M-V/def2-TZVPD",
  "elements": ["C", "C", "C", "C", "H", "H", "H", "H", "H", "H", "O", "H", "H", "O", "H", "H"],
  "coordinates": [[1.31642, -1.41013, 0.02302], [1.88658, -0.19598, 0.03877], [2.44103, 0.31616, 1.30205], [2.92736, 1.56898, 1.34168], [1.28816, -1.87889, 1.01229], [0.82086, -2.08882, -0.65829], [2.23682, 0.13973, -0.93557], [2.59840, -0.31324, 2.16854], [3.67531, 1.91215, 2.03897], [2.50444, 2.17703, 0.54609], [-3.23219, 1.30068, -0.45878], [-2.32186, 1.35092, -0.18281], [-3.23732, 0.35480, -0.74263], [-3.36776, -1.37829, -1.53094], [-3.55329, -1.03104, -2.39689], [-2.56073, -1.88783, -1.45204]],
  "gap_ev": 9.5,
  "e_homo_ev": -9.04,
  "smiles": "C=CC=C.O.O"
}

---

Most stable structure, least stable structure: model ii, model i.